127
Properties=species:S:1:pos:R:3 method="wB97M-V/def2-TZVPD" spin_multiplicity=1 total_charge=-1 total_energy_ha=-3387.11848 gap_ev=6.1201 largest_force_ha_per_bohr=0.04432 e_lumo_ev=1.85
C -1.79 4.42 -6.80
C -1.35 3.26 -5.86
O -2.31 2.24 -6.01
C -1.83 0.98 -5.46
C -1.93 1.05 -3.92
P -1.43 -0.57 -3.00
O -2.75 -0.21 -1.92
C -2.42 -0.23 -0.55
C -2.35 1.23 0.00
C -2.69 1.33 1.51
O -3.35 2.00 -0.70
P -2.96 -1.91 -4.06
O -2.47 -2.45 -5.57
O -3.22 -3.33 -3.15
S -4.72 -1.02 -4.17
O -0.34 -1.11 -4.25
C 0.95 -0.55 -3.99
C 2.14 -1.22 -4.69
C 0.97 -0.45 -2.42
B 2.33 -0.02 -1.71
O 2.87 1.28 -1.76
O 3.09 -0.98 -0.99
C 2.64 -1.09 0.36
O -0.19 0.32 -2.16
H -1.67 4.08 -7.84
H -1.21 5.34 -6.63
H -2.85 4.67 -6.64
H -1.36 3.68 -4.84
H -0.33 2.92 -6.11
H -2.49 0.23 -5.91
H -0.80 0.85 -5.84
H -1.22 1.81 -3.56
H -2.91 1.39 -3.59
H -1.20 -1.76 -2.21
H -1.53 -0.84 -0.31
H -3.28 -0.72 -0.03
H -1.40 1.68 -0.28
H -3.79 1.29 1.61
H -2.40 2.33 1.85
H -2.18 0.53 2.06
H -4.18 1.58 -0.48
H -2.58 -3.41 -5.56
H -2.74 -3.26 -2.32
H 0.87 0.50 -4.33
H 2.23 -0.76 -5.69
H 3.11 -1.06 -4.19
H 2.01 -2.29 -4.85
H 0.89 -1.53 -2.15
H 3.81 1.14 -1.85
H 3.43 -1.46 1.03
H 1.85 -1.86 0.38
H 2.30 -0.12 0.75
C -4.44 5.48 0.33
C -5.08 5.99 1.61
O -4.34 5.68 2.78
C -3.03 6.20 2.84
C -2.98 7.72 2.81
H -4.25 4.41 0.39
H -5.10 5.67 -0.52
H -3.49 5.97 0.12
H -6.05 5.52 1.73
H -5.26 7.07 1.55
H -2.41 5.78 2.04
H -2.61 5.85 3.78
H -3.33 8.12 1.85
H -1.95 8.07 2.96
H -3.61 8.14 3.59
C 7.05 -2.95 4.27
C 6.44 -1.64 3.83
O 5.02 -1.66 3.80
C 4.38 -1.92 5.04
C 4.67 -0.88 6.11
H 6.68 -3.77 3.66
H 8.14 -2.91 4.19
H 6.81 -3.18 5.31
H 6.75 -1.42 2.81
H 6.79 -0.81 4.45
H 4.62 -2.93 5.39
H 3.31 -1.91 4.82
H 5.72 -0.90 6.41
H 4.07 -1.08 7.00
H 4.45 0.12 5.74
C 4.27 -6.06 6.98
C 5.63 -5.73 7.58
O 5.59 -4.65 8.50
C 4.78 -4.83 9.64
C 5.20 -6.00 10.51
H 3.83 -5.17 6.53
H 4.38 -6.83 6.22
H 3.58 -6.44 7.74
H 6.31 -5.42 6.78
H 6.08 -6.61 8.05
H 3.73 -4.92 9.35
H 4.86 -3.90 10.22
H 5.07 -6.95 10.00
H 4.60 -6.02 11.42
H 6.25 -5.91 10.79
C -4.93 -6.71 -3.86
C -5.19 -5.42 -4.61
O -4.55 -5.36 -5.88
C -4.94 -6.35 -6.81
C -6.42 -6.31 -7.17
H -3.86 -6.90 -3.77
H -5.36 -6.66 -2.85
H -5.38 -7.57 -4.36
H -4.78 -4.59 -4.04
H -6.26 -5.23 -4.71
H -4.66 -7.35 -6.45
H -4.35 -6.17 -7.71
H -7.05 -6.55 -6.32
H -6.64 -7.02 -7.96
H -6.70 -5.31 -7.51
C 1.77 4.86 -1.15
C 0.71 5.90 -0.85
O 0.36 5.98 0.52
C 1.40 6.34 1.41
C 1.98 7.71 1.14
H 1.48 3.89 -0.76
H 1.93 4.77 -2.22
H 2.73 5.12 -0.70
H -0.21 5.62 -1.37
H 1.00 6.89 -1.23
H 2.18 5.57 1.42
H 0.95 6.33 2.41
H 2.50 7.75 0.17
H 2.71 7.98 1.91
H 1.19 8.47 1.12